No. 1
{
  "formula": "CH6S3",
  "method": "the ωB97M-V functional and the def2-TZVPD basis",
  "species": ["C", "S", "S", "H", "H", "H", "H", "S", "H", "H"],
  "xyz": [[0.7472, 2.1784, 1.1674], [0.1676, 0.5852, 0.5172], [-1.7895, 0.8907, -0.0557], [-0.0196, 2.9053, 1.4251], [1.4601, 2.6714, 0.5041], [1.3880, 2.0841, 2.0547], [-1.6097, 0.9177, -1.4221], [1.2518, -2.3848, -0.9168], [0.3799, -2.9187, -0.1018], [1.2675, -3.3359, -1.8296]],
  "relative_energy_kcal_mol": 6.7,
  "total_energy_ha": -1236.23267,
  "smiles": "CSS.S",
  "multiplicity": 1,
  "orbital_gap_ev": 9.5,
  "e_lumo_ev": 0.602,
  "fmax_ev_per_a": 1.5
}

---

No. 2
{
  "formula": "C4H2N",
  "method": "the ωB97M-V functional and the def2-TZVPD basis",
  "species": ["C", "C", "C", "C", "N", "H", "H"],
  "xyz": [[0.4255, -1.5462, -1.0269], [-0.8002, -0.2411, -1.5197], [0.5070, -0.6659, -0.0992], [-0.8072, 0.3411, -0.3824], [0.1148, 0.5177, 0.7034], [-0.2828, 0.4260, 1.5626], [0.8430, 1.1684, 0.7621]],
  "relative_energy_kcal_mol": 25.2,
  "total_energy_ha": -207.63356,
  "total_charge": 1,
  "multiplicity": 1,
  "orbital_gap_ev": 8.3,
  "e_lumo_ev": -7.488,
  "fmax_ev_per_a": 4.7
}

---

No. 3
{
  "formula": "C5H12NO",
  "method": "the ωB97M-V functional and the def2-TZVPD basis",
  "species": ["C", "N", "C", "C", "C", "O", "C", "H", "H", "H", "H", "H", "H", "H", "H", "H", "H", "H", "H"],
  "xyz": [[1.5030, -0.4678, -0.3191], [0.9183, 0.7083, 0.0016], [-0.4598, 1.2036, -0.5039], [-1.5749, 0.8551, 0.3992], [-2.8692, 0.2553, -0.1043], [-3.8563, -0.0482, 0.6981], [0.6875, -1.8044, 0.2187], [2.5036, -0.5152, 0.0255], [1.6909, -0.8870, -1.3267], [3.6210, 0.8812, 0.2851], [-0.7412, 0.7739, -1.4656], [-0.3169, 2.2838, -0.5616], [-1.7929, 1.4186, 1.2636], [-1.7812, -0.3131, 0.5383], [-2.9102, -0.0021, -1.2347], [3.8728, 1.4747, 0.7532], [0.8806, -2.6391, -0.3068], [-0.3122, -1.3168, 0.3623], [0.9371, -1.8608, 1.2771]],
  "relative_energy_kcal_mol": 124.9,
  "total_energy_ha": -327.49700,
  "total_charge": -1,
  "multiplicity": 1,
  "orbital_gap_ev": 5.8,
  "e_lumo_ev": 4.011,
  "fmax_ev_per_a": 6.5
}

---

No. 4
{
  "formula": "C22H18F5N2O3STl",
  "method": "the ωB97M-V functional and the def2-TZVPD basis",
  "species": ["Tl", "F", "C", "C", "F", "C", "F", "C", "S", "C", "F", "C", "F", "C", "O", "C", "C", "C", "C", "C", "C", "N", "C", "C", "C", "C", "C", "C", "C", "O", "H", "H", "H", "H", "H", "H", "H", "H", "H", "H", "H", "H", "H", "C", "C", "N", "O", "H", "H", "H", "H", "H"],
  "xyz": [[-0.3047, -0.1945, -0.7561], [5.8300, 0.2284, 3.2703], [4.5253, 0.1730, 2.9971], [4.0810, -0.2240, 1.7540], [4.9656, -0.5623, 0.8055], [2.7272, -0.2619, 1.4800], [2.3775, -0.6908, 0.2506], [1.7407, 0.1153, 2.3909], [0.0416, 0.1646, 2.0680], [2.2398, 0.4845, 3.6501], [1.3855, 0.8446, 4.6099], [3.5850, 0.5162, 3.9530], [3.9964, 0.8884, 5.1672], [-4.7836, 3.8722, 0.9702], [-4.7210, 2.6777, 0.2010], [-3.9177, 2.7484, -0.9044], [-4.5444, 2.7701, -2.1419], [-3.8177, 2.8552, -3.3154], [-2.4354, 2.9489, -3.2472], [-1.8032, 2.9198, -2.0179], [-2.5199, 2.7748, -0.8284], [-1.7829, 2.7481, 0.3743], [-2.0679, 2.2224, 1.5830], [-2.9717, 1.2462, 1.9378], [-3.4319, 1.2200, 3.2945], [-4.3536, 0.3243, 3.7118], [-4.8414, -0.6595, 2.7975], [-4.3690, -0.7428, 1.5315], [-3.3719, 0.1732, 1.0338], [-2.8114, -0.0268, -0.0664], [-5.5573, 3.7154, 1.7177], [-5.0539, 4.7224, 0.3395], [-3.8374, 4.0868, 1.4737], [-5.6264, 2.7229, -2.1477], [-4.3279, 2.8733, -4.2696], [-1.8456, 3.0360, -4.1504], [-0.7244, 3.0112, -1.9678], [-0.8241, 3.0606, 0.2627], [-1.4912, 2.6781, 2.3824], [-3.0641, 1.9824, 3.9734], [-4.7208, 0.3447, 4.7286], [-5.5816, -1.3701, 3.1449], [-4.6959, -1.5160, 0.8481], [3.3763, 2.2320, -0.9447], [2.0806, 2.9715, -0.7635], [2.1611, 4.3210, -0.8125], [1.0068, 2.4040, -0.5789], [4.0596, 2.7728, -1.5985], [3.1810, 1.2446, -1.3517], [3.8489, 2.1085, 0.0316], [3.0435, 4.7939, -0.8803], [1.3421, 4.8715, -0.6239]],
  "total_energy_ha": -2254.36632,
  "multiplicity": 1,
  "orbital_gap_ev": 6.9,
  "e_lumo_ev": -0.393,
  "fmax_ev_per_a": 0.6
}